Density functional theory data (ωB97M-V with the def2-TZVPD basis set) for an isolated ion of composition C5H12NO and charge -1 at a distorted geometry.

Computed properties:
SMILES = CN[C@@H](C)CC[O-]
frontier orbital gap = 0.2318 Ha
energy relative to the best compared isomer or geometry (same formula, charge and spin) = 56.23 kcal/mol
E_tot = -8914.6252 eV
lowest unoccupied orbital energy = 3.98 eV
HOMO = -2.330 eV
total charge = -1
M = 102.2 g mol⁻¹

```
19
Properties=species:S:1:pos:R:3:forces:R:3
C -1.07945 0.57647 -2.14087 1.71 -1.97 0.24
N 0.00921 -0.32179 -1.55689 -0.61 -0.28 -2.93
C 0.14816 -0.32291 -0.12366 -1.27 -0.77 0.67
C 0.65005 0.90225 0.67461 1.36 -3.38 -2.58
C 0.03054 0.83854 2.04717 -1.32 2.11 0.32
O -1.35402 0.70538 2.06510 2.37 -0.09 0.41
C 0.71609 -1.64542 0.41333 -0.26 -1.36 -1.10
H -1.21579 0.32234 -3.17527 -0.27 -1.01 -0.59
H -2.02215 0.53193 -1.63791 -0.58 0.17 0.64
H -0.72871 1.54412 -2.32253 0.57 1.90 0.82
H -0.30199 -1.29320 -1.81935 0.58 1.38 0.41
H -0.83417 -0.39213 0.21834 -2.08 0.24 0.89
H 0.48087 1.78233 0.03499 0.14 0.07 0.71
H 1.71486 0.60103 0.85443 -0.08 1.34 -0.42
H 0.43087 1.93147 2.20619 -0.62 -0.94 1.75
H 0.70429 0.10318 2.66116 -1.10 0.90 -0.45
H 0.15810 -1.88452 1.37638 0.87 -0.06 -1.33
H 0.75716 -2.57431 -0.38726 -0.51 2.25 1.99
H 1.73608 -1.40476 0.61204 1.11 -0.48 0.56
```
Positions in Å, forces in eV/Å.